A molecular structure, C45H42BN8O4RuS. Source: the Open Molecules 2025 dataset; level of theory: wB97M-V/def2-TZVPD.

Properties
Expectation value of S²: 6.049
Strongest force on any atom: 0.73 eV/Å
Charge: -1
HOMO (spin up / spin down): -4.91 / -4.92 eV
E_tot: -81555.37855 eV
Energy above the lowest of the compared OMol25 structures with the same formula, charge and spin: 5.4 kcal/mol
Multiplicity: 5

```
102
Properties=species:S:1:pos:R:3:forces:R:3
Ru 0.6092 -0.3040 -1.0319 -0.4 -0.5 0.4
C 5.7835 0.3385 0.7753 0.0 0.0 0.0
C 4.7358 -0.2265 -0.1255 0.0 0.0 0.0
C 4.8548 -1.1775 -1.1272 0.0 0.0 0.1
C 3.5690 -1.3197 -1.6567 0.1 0.0 0.0
N 2.7403 -0.5033 -1.0080 -0.2 0.0 0.0
N 3.4544 0.1623 -0.0786 -0.1 0.3 -0.1
B 2.7315 1.2413 0.7980 -0.1 -0.1 0.0
N 1.9919 2.1999 -0.1531 0.0 0.0 0.1
N 1.0447 1.7793 -1.0291 0.1 0.0 -0.2
C 0.6327 2.8450 -1.7126 -0.1 0.1 0.1
C 1.3025 3.9799 -1.2456 0.0 0.1 0.0
C 2.1507 3.5311 -0.2586 0.0 0.0 0.0
C 3.0901 4.3216 0.5889 0.0 0.0 0.0
C -0.3811 2.8183 -2.7809 -0.1 0.0 0.0
C -1.4082 3.7595 -2.7534 0.0 0.0 0.1
C -2.3624 3.7813 -3.7587 0.0 0.0 0.0
C -2.3000 2.8665 -4.7996 0.0 0.0 0.0
C -1.2807 1.9273 -4.8318 0.0 0.0 0.0
C -0.3256 1.9080 -3.8298 0.1 0.0 -0.1
N 1.7948 0.5066 1.7611 0.0 0.1 0.1
N 0.8214 -0.3195 1.3177 0.3 -0.1 -0.1
C 0.2423 -0.8536 2.3888 -0.1 0.0 0.0
C 0.8599 -0.3520 3.5491 -0.1 0.0 0.0
C 1.8272 0.5181 3.1076 0.1 -0.1 0.0
C 2.7735 1.3486 3.9095 0.0 0.0 0.0
C -0.8897 -1.8004 2.3511 0.1 0.1 0.0
C -1.2617 -2.4573 3.5244 0.0 -0.1 0.0
C -2.3309 -3.3399 3.5419 0.0 0.0 0.0
C -3.0525 -3.5839 2.3817 0.0 0.0 0.0
C -2.6948 -2.9321 1.2100 0.0 0.0 0.0
C -1.6282 -2.0468 1.1960 0.0 0.1 0.0
C 3.1212 -2.1706 -2.7693 0.0 0.0 0.0
C 2.2034 -1.6931 -3.7017 0.1 0.0 0.0
C 1.7555 -2.5065 -4.7288 0.0 0.0 0.0
C 2.2358 -3.8038 -4.8467 0.0 0.0 0.0
C 3.1684 -4.2793 -3.9362 0.0 0.0 0.0
C 3.6104 -3.4667 -2.9028 0.0 0.0 0.0
H 6.7529 -0.0812 0.5118 0.0 0.0 0.0
H 5.8369 1.4233 0.6827 0.0 0.0 0.0
H 5.5773 0.1054 1.8207 0.0 0.0 0.0
H 5.7508 -1.6829 -1.4468 0.0 0.0 0.0
H 3.5422 1.8543 1.4251 0.0 0.0 -0.1
H 1.1660 4.9960 -1.5745 0.0 0.0 0.0
H 3.0962 5.3536 0.2411 0.0 0.0 0.0
H 2.7746 4.3121 1.6334 0.0 0.0 0.0
H 4.1074 3.9330 0.5371 0.0 0.0 0.0
H -1.4839 4.4306 -1.9074 0.0 0.0 0.0
H -3.1739 4.4962 -3.7096 0.0 0.0 0.0
H -3.0604 2.8668 -5.5707 0.0 0.0 0.0
H -1.2418 1.1917 -5.6247 0.0 0.0 0.0
H 0.4702 1.1743 -3.8601 0.0 0.0 0.0
H 0.6094 -0.5522 4.5765 0.0 0.0 0.0
H 2.6224 1.1350 4.9666 0.0 0.0 0.0
H 3.8133 1.1319 3.6599 0.0 0.0 0.0
H 2.6032 2.4133 3.7441 0.0 0.0 0.0
H -0.7102 -2.2795 4.4379 0.0 0.0 0.0
H -2.6019 -3.8361 4.4660 0.0 0.0 0.0
H -3.8913 -4.2690 2.3931 0.0 0.0 0.0
H -3.2578 -3.0973 0.2992 0.0 0.0 0.0
H -1.3885 -1.5203 0.2880 0.0 0.0 0.0
H 1.8421 -0.6753 -3.6128 0.0 0.0 0.0
H 1.0297 -2.1280 -5.4372 0.0 0.0 0.0
H 1.8787 -4.4435 -5.6437 0.0 0.0 0.0
H 3.5367 -5.2944 -4.0171 0.0 0.0 0.0
H 4.3109 -3.8468 -2.1689 0.0 0.0 0.0
C -5.1637 1.9999 6.2898 0.1 0.0 0.0
C -4.3291 2.1273 5.0396 0.0 0.0 0.0
C -3.8368 3.3654 4.6309 0.0 0.0 0.0
C -3.0425 3.4799 3.5006 0.0 0.0 0.0
C -2.7250 2.3502 2.7564 0.0 0.0 0.0
C -3.2223 1.1144 3.1415 0.0 0.1 -0.1
C -4.0192 1.0082 4.2754 0.0 0.0 0.0
S -1.5972 2.4891 1.3568 -0.1 0.0 0.2
O -0.3055 2.6616 2.0041 0.1 0.0 -0.1
O -2.1032 3.6497 0.6310 0.0 0.0 -0.1
N -1.6391 1.1474 0.6002 -0.2 -0.1 -0.4
C -2.7644 0.9157 -0.2896 0.3 0.0 0.3
C -2.3657 0.4746 -1.6864 0.1 -0.1 -0.2
O -3.1353 0.5976 -2.6224 -0.1 0.0 0.1
O -1.2264 -0.1628 -1.8272 0.2 0.2 0.0
H -5.6431 2.9463 6.5426 0.0 0.0 0.0
H -4.5483 1.7024 7.1431 0.0 0.0 0.0
H -5.9406 1.2437 6.1680 0.0 0.0 0.0
H -4.0822 4.2504 5.2096 0.0 0.0 0.0
H -2.6715 4.4436 3.1746 0.0 0.0 0.0
H -2.9749 0.2483 2.5375 0.0 0.0 0.1
H -4.4024 0.0359 4.5695 0.0 0.0 0.0
H -3.4419 1.7605 -0.4256 0.0 0.1 0.1
H -3.3589 0.0699 0.0931 -0.2 0.1 0.0
N 0.4040 -2.1339 -1.1933 0.2 0.0 -0.1
C -0.0042 -3.2076 -1.8928 -0.1 0.1 0.0
C -0.9676 -3.0715 -2.9201 0.0 0.0 0.0
C -1.3822 -4.1839 -3.6255 0.0 0.0 0.0
C -0.8613 -5.4445 -3.3431 0.0 0.0 0.0
C 0.0850 -5.5859 -2.3309 0.0 0.0 0.0
C 0.5108 -4.4890 -1.6085 0.0 0.0 0.0
H -1.3689 -2.0839 -3.1109 0.0 0.0 0.0
H -2.1219 -4.0666 -4.4083 0.0 0.0 0.0
H -1.1958 -6.3115 -3.8984 0.0 0.0 0.0
H 0.4926 -6.5636 -2.1036 0.0 0.0 0.0
H 1.2486 -4.5845 -0.8216 0.0 0.0 0.0
```
Positions in Å, forces in eV/Å.

These are the Mulliken partial charges, in e, on atoms 1 to 5: number 1, Ru, carries 0.944; number 2, C, carries -1.373; number 3, C, carries 0.978; number 4, C, carries -1.569; number 5, C, carries -0.489

---

A molecular structure, C45H42Br2InN7P2S2. Source: the Open Molecules 2025 dataset; level of theory: wB97M-V/def2-TZVPD.

Properties
Strongest force on any atom: 0.79 eV/Å
Charge: +2
HOMO: -12.24 eV
E_tot: -243274.22901 eV
Energy above the lowest of the compared OMol25 structures with the same formula, charge and spin: 7.2 kcal/mol

```
101
Properties=species:S:1:pos:R:3:forces:R:3
In 1.3010 0.3378 1.3351 0.3 0.0 -0.1
N 0.0742 2.7638 4.8739 0.0 0.0 -0.1
C 0.3436 1.7902 3.9962 0.2 0.0 0.3
S -0.3346 1.9535 2.4007 0.0 -0.1 -0.2
N 1.0740 0.7929 4.4693 -0.1 0.2 -0.2
N 1.3281 -0.1571 3.5557 0.1 0.1 -0.1
C 1.6729 -1.3197 3.9414 0.0 -0.3 0.0
C 1.7902 -2.3788 2.9318 0.0 0.1 0.0
C 1.9507 -3.7063 3.3039 0.0 -0.1 0.1
C 1.9695 -4.6813 2.3226 0.0 -0.1 0.0
C 1.8200 -4.3080 0.9931 0.0 -0.1 0.0
C 1.6641 -2.9675 0.7075 0.0 0.1 0.3
N 1.6566 -2.0209 1.6497 0.0 0.0 -0.1
H -0.5469 3.5134 4.6338 0.0 0.1 0.0
H 0.3680 2.6472 5.8315 0.0 0.0 0.0
H 1.7717 -1.5492 4.9978 0.0 0.0 0.0
H 2.0457 -3.9625 4.3524 0.0 0.0 -0.1
H 2.0911 -5.7243 2.5897 0.0 0.1 0.0
H 1.8286 -5.0427 0.1970 0.0 0.1 0.1
H 1.5533 -2.6202 -0.3104 0.1 0.0 0.1
Br 8.3575 -0.3283 0.5862 0.1 0.0 0.0
C 6.5100 -0.1273 0.7396 0.2 0.0 0.0
C 5.6709 -1.2162 0.6414 -0.1 -0.1 0.0
C 4.3186 -0.9908 0.7639 0.0 0.3 0.0
N 3.7530 0.2131 0.9780 0.0 -0.4 0.0
C 4.5844 1.2678 1.0457 0.0 -0.1 0.0
C 5.9606 1.1213 0.9325 -0.1 0.1 0.0
C 3.9860 2.6198 1.1990 0.0 -0.1 0.0
C 4.7895 3.7492 1.2341 0.1 -0.1 0.0
C 4.1951 4.9919 1.3226 0.2 0.1 0.0
Br 5.2494 6.5353 1.3580 0.0 0.0 0.0
C 2.8232 5.0739 1.3678 -0.3 0.0 0.0
C 2.1046 3.8930 1.3255 -0.1 -0.1 0.0
N 2.6539 2.6768 1.2519 0.0 0.1 0.0
H 6.0513 -2.2136 0.4722 0.0 0.0 0.0
H 3.6600 -1.8245 0.6744 -0.2 -0.2 0.0
H 6.6183 1.9709 0.9844 0.0 0.0 0.0
H 5.8639 3.6925 1.1954 0.0 0.0 0.0
H 2.3148 6.0258 1.4298 0.0 0.0 0.0
H 1.0319 3.9308 1.3572 -0.3 -0.1 0.0
C -5.6433 1.1182 -2.7863 0.0 0.0 0.1
S -5.3766 -0.6617 -2.6299 0.0 0.0 0.0
C -3.8305 -0.8509 -3.5742 -0.1 0.0 0.1
C -2.5942 -1.0936 -2.7094 0.0 0.1 0.0
C -2.3770 0.0616 -1.7327 0.2 -0.3 -0.1
N -1.2740 -0.1098 -0.7341 -0.1 0.1 -0.2
P 0.3042 0.3101 -1.1606 -0.5 0.5 0.3
C 0.6016 -0.4256 -2.7893 0.4 -0.1 0.1
C 0.4363 0.3217 -3.9557 0.0 -0.1 0.0
C 0.5312 -0.3023 -5.1922 0.0 0.0 0.0
C 0.8065 -1.6614 -5.2717 0.0 0.0 0.0
C 0.9803 -2.4078 -4.1131 0.0 0.0 0.0
C 0.8784 -1.7908 -2.8775 0.0 0.1 -0.1
C 0.3879 2.0912 -1.5084 0.2 -0.1 -0.1
C -0.6695 2.9777 -1.3472 -0.1 -0.1 0.1
C -0.5191 4.3103 -1.7161 0.0 0.0 0.1
C 0.6888 4.7620 -2.2245 0.1 0.0 0.0
C 1.7647 3.8867 -2.3536 0.0 0.0 0.0
C 1.6164 2.5578 -1.9934 -0.1 0.0 0.0
P -1.4170 -1.0659 0.6990 -0.2 0.1 0.1
C -2.3059 -2.5603 0.1575 0.1 -0.1 0.1
C -1.5543 -3.5914 -0.4095 0.0 0.0 0.0
C -2.1712 -4.7310 -0.9015 0.0 0.0 0.0
C -3.5532 -4.8524 -0.8226 -0.1 0.0 0.0
C -4.3096 -3.8383 -0.2486 0.0 0.0 0.0
C -3.6908 -2.6979 0.2482 0.0 0.0 0.0
C -2.6298 -0.3231 1.8347 0.0 0.0 -0.1
C -2.5468 -0.8374 3.1297 -0.1 0.0 0.0
C -3.3781 -0.3666 4.1340 0.0 0.0 0.0
C -4.3017 0.6327 3.8525 0.0 0.0 -0.1
C -4.3973 1.1429 2.5645 0.0 0.0 0.0
C -3.5662 0.6668 1.5579 0.0 0.1 0.0
H -6.6122 1.3289 -2.3352 0.0 0.0 0.0
H -5.6772 1.4057 -3.8359 0.0 0.0 0.0
H -4.8745 1.6927 -2.2648 -0.1 0.0 0.0
H -3.7094 0.0335 -4.2040 0.0 0.0 0.0
H -3.9813 -1.7033 -4.2329 0.1 0.0 -0.1
H -1.7282 -1.2093 -3.3625 -0.1 0.0 0.0
H -2.7239 -2.0294 -2.1709 0.0 0.0 0.0
H -3.3033 0.2047 -1.1854 -0.1 0.0 0.1
H -2.1915 0.9747 -2.3022 0.0 0.1 0.0
H 0.2179 1.3802 -3.9079 0.0 0.0 0.0
H 0.3890 0.2766 -6.0966 0.0 0.0 0.0
H 0.8878 -2.1402 -6.2400 0.0 0.0 0.0
H 1.1872 -3.4694 -4.1761 0.0 0.1 0.0
H 0.9740 -2.3859 -1.9797 0.0 0.0 -0.1
H -1.6181 2.6339 -0.9522 0.0 0.0 0.0
H -1.3532 4.9941 -1.6111 0.0 0.0 0.0
H 0.7974 5.7986 -2.5182 0.0 0.0 0.0
H 2.7111 4.2413 -2.7462 -0.1 0.0 0.0
H 2.4448 1.8680 -2.1280 0.0 0.0 0.0
H -0.4763 -3.4938 -0.4805 -0.1 0.0 0.0
H -1.5821 -5.5246 -1.3464 0.0 0.0 0.0
H -4.0409 -5.7429 -1.2018 0.0 0.1 0.0
H -5.3875 -3.9323 -0.1894 0.1 0.0 0.0
H -4.2941 -1.9119 0.6835 0.0 0.0 0.0
H -1.8255 -1.6175 3.3524 0.0 0.0 0.0
H -3.3066 -0.7745 5.1358 0.0 0.0 -0.1
H -4.9516 1.0057 4.6339 0.0 0.0 0.0
H -5.1287 1.9106 2.3373 0.1 0.0 0.0
H -3.6520 1.0928 0.5665 0.0 0.0 0.0
```
Positions in Å, forces in eV/Å.

These are the Mulliken partial charges, in e, on atoms 1 to 5: number 1, In, carries 1.830; number 2, N, carries -0.382; number 3, C, carries 0.916; number 4, S, carries -0.431; number 5, N, carries -2.005